Entry 1:
Entry from OMol25: a structure of composition C36H102As2F15N8O10 at a distorted geometry (ωB97M-V/def2-TZVPD).

Structure (XYZ):
```
173
Properties=species:S:1:pos:R:3:mulliken_charge:R:1
C 6.83 -8.41 13.94 -1.457
F 14.87 -11.19 13.69 -0.274
F 12.21 3.18 17.80 -0.514
F 11.74 -3.88 12.00 -0.482
H 18.13 -0.50 8.74 0.489
F 13.93 4.82 18.59 -0.495
H 4.41 -9.53 14.59 0.437
H 16.00 -0.63 10.06 0.371
O 4.18 2.69 16.16 -0.320
C 5.53 3.11 16.07 -0.772
H 15.36 -2.28 16.29 0.304
H 12.46 -6.27 21.33 0.249
N 16.78 0.55 11.67 -0.295
H 7.32 -2.24 6.69 0.279
C 2.83 -11.23 13.21 -0.706
H 0.83 -2.45 13.07 0.452
C 6.08 2.68 14.68 0.329
F 15.27 -9.50 14.88 -0.314
As 13.52 4.10 16.97 2.009
H 12.46 -5.45 7.07 0.330
H -2.12 -3.13 14.57 0.306
F 13.17 3.37 15.36 -0.525
F 10.98 -2.59 9.99 -0.512
H 16.25 -4.91 6.99 0.414
H 6.30 -2.53 3.87 0.341
H 12.67 -7.06 6.97 0.382
H 7.17 0.05 6.46 0.382
F 11.39 -1.37 12.20 -0.521
H 5.66 3.44 12.65 0.341
H 7.82 -8.19 13.53 0.520
C 15.16 -4.83 6.95 -0.979
H 7.84 2.67 13.41 0.450
C 10.22 -5.24 19.18 -0.764
C 3.33 3.70 16.74 -0.702
C -1.81 -2.42 13.81 -0.749
F 14.84 5.04 16.19 -0.489
H 18.60 0.09 19.99 0.339
C 14.02 -9.14 12.80 0.013
H 16.12 1.35 8.45 0.376
H 17.32 -8.00 10.23 0.169
C 19.85 -1.58 10.25 -0.799
H 3.83 -2.21 15.27 0.399
C 16.74 -2.48 18.73 -0.832
O 11.02 -5.28 20.34 -0.318
H 18.72 0.70 9.69 0.405
C 11.76 -6.51 20.53 -0.765
C 18.09 -0.19 9.78 -0.796
H 18.08 -1.50 21.81 0.424
C 6.20 -9.73 13.38 0.205
H 2.09 -1.38 16.89 0.334
H 9.67 -1.90 19.03 0.396
C 4.64 -9.76 13.55 -0.763
H 3.10 -3.41 14.45 0.414
O 14.71 -3.48 6.65 -0.298
F 9.69 -3.04 13.30 -0.532
O 5.27 -0.72 6.36 -0.337
H 2.88 4.33 15.97 0.307
H 2.52 -11.11 14.25 0.302
H 6.13 2.68 16.88 0.397
H 14.37 -2.30 5.08 0.249
H 1.25 -2.75 16.67 0.347
H 19.15 -0.63 18.67 0.384
N 18.31 -0.49 19.21 -0.256
H 9.46 -1.15 5.78 0.369
H 15.81 -1.92 18.78 0.438
H 6.95 -3.76 4.63 0.348
C 17.50 -8.32 11.26 -1.088
C 16.23 1.49 9.53 -1.484
H 6.11 -7.61 13.79 0.345
C 17.38 -1.95 21.10 -1.423
C 1.67 -1.78 14.83 0.442
H 7.76 4.08 14.50 0.406
H 5.19 0.69 7.85 0.304
H 17.66 -0.08 18.56 0.342
F 9.17 -1.54 11.25 -0.516
H 6.42 0.11 4.90 0.421
H -2.63 -1.73 13.61 0.265
H 3.49 -2.07 13.53 0.382
C 4.58 0.32 7.02 -0.735
H 15.20 -6.30 4.65 0.414
C 7.36 -1.82 5.69 0.173
H 20.51 -0.71 10.15 0.356
N 13.09 -6.20 7.30 -0.283
C 7.50 3.03 14.38 -1.550
C 9.45 -3.94 19.21 0.267
H 2.43 -10.50 12.51 0.314
F 12.40 5.43 16.70 -0.469
H 8.95 -1.25 4.13 0.388
H 7.01 -8.47 15.01 0.348
H 20.33 -2.16 11.03 0.281
C 16.27 -8.13 12.18 -0.110
H 9.64 -6.16 19.12 0.448
F 9.31 -4.13 11.08 -0.525
H 4.12 1.13 6.44 0.312
H 4.37 3.26 13.71 0.315
C 16.69 0.20 10.17 0.178
N 5.34 3.49 13.61 -0.321
C 14.40 -6.05 6.52 0.548
H 1.44 -0.73 14.64 0.310
N 6.62 -9.73 11.92 -0.326
C 17.89 -1.94 19.65 0.218
H 2.61 -12.25 12.88 0.265
H 15.89 -7.15 11.92 0.199
H 15.88 -3.98 16.69 0.317
H 13.19 -6.19 8.31 0.359
H 6.28 -10.50 11.37 0.350
H 16.84 2.38 9.71 0.429
H 7.83 -4.48 20.53 0.350
H 8.11 2.38 15.01 0.394
H 6.23 -8.93 11.44 0.338
C 0.61 -2.48 14.14 -0.856
F 13.27 -10.30 14.76 -0.244
H 17.24 -2.96 21.47 0.390
C 3.07 -2.32 14.50 -1.505
H 17.33 1.38 11.83 0.352
H 11.04 -7.30 20.75 0.316
H 13.86 -5.29 4.51 0.329
H 13.57 -7.01 4.74 0.444
H -1.65 -2.94 12.87 0.324
C 15.17 -2.93 5.46 -0.723
F 14.63 2.75 17.28 -0.518
O 4.27 -11.07 13.17 -0.321
H 14.94 -6.90 6.92 0.250
H 6.65 -10.61 13.84 0.401
H 9.08 -3.97 21.38 0.338
C 14.19 -6.18 5.06 -1.503
H 16.46 -3.51 18.94 0.521
H 16.45 -1.38 21.13 0.400
H 15.49 -3.64 4.70 0.333
H 19.89 -2.25 9.39 0.299
O 12.88 -9.52 12.03 -0.949
H 9.36 -2.70 4.92 0.387
O 17.10 -2.37 17.31 -0.337
N 1.35 -1.79 16.35 -0.327
H 10.85 -5.22 18.30 0.413
H 12.38 -6.84 19.70 0.325
H 3.81 4.27 17.53 0.355
H 10.96 -2.74 18.20 0.421
C 10.33 -2.76 19.09 -1.373
H 5.71 4.16 16.29 0.486
H 8.17 -2.88 20.48 0.354
H 10.96 -2.62 19.97 0.351
C 6.52 -0.51 5.79 -0.584
C 14.30 -10.05 14.06 0.733
H 0.53 -3.53 14.40 0.447
N 6.57 -2.84 4.79 -0.313
C 8.85 -1.75 5.10 -1.356
H 3.74 -0.24 7.42 0.264
O 15.18 -9.06 11.86 -0.350
H 5.36 4.45 13.91 0.378
H 15.20 -4.77 8.04 0.490
H 4.22 -8.93 12.99 0.397
N 8.58 -3.80 20.53 -0.263
As 10.38 -2.79 11.65 2.082
H 17.23 -0.20 12.18 0.345
H 0.51 -1.27 16.53 0.364
H 13.85 -8.11 13.11 0.216
O 18.59 -1.17 10.70 -0.341
H 18.76 -2.59 19.57 0.272
H 15.24 1.79 9.85 0.458
O -0.67 -1.81 14.34 -0.351
C 16.19 -2.99 16.38 -0.750
H 7.63 -9.74 11.86 0.349
H 8.78 -3.94 18.35 0.254
H 16.43 -7.99 13.25 0.327
H 5.77 -3.05 5.37 0.359
H 2.47 3.17 17.15 0.237
H 17.82 -9.35 11.18 0.321
H 15.83 0.75 11.95 0.377
H 16.67 -3.19 15.42 0.249
H 16.07 -2.33 5.57 0.238
H 5.99 1.64 14.36 0.272
H 18.39 -7.79 11.59 0.361
```

## Properties
Net charge: +5
Energy above the lowest of the compared OMol25 structures with the same formula, charge and spin: 51.1 kcal per mole

---

Entry 2:
Entry from OMol25: the molecule CH3Br2P at a distorted geometry (ωB97M-V/def2-TZVPD).

Structure (XYZ):
```
7
Properties=species:S:1:pos:R:3:mulliken_charge:R:1
H 0.66 -0.17 -0.88 0.420
Br 2.48 2.21 -0.05 -0.102
H -0.41 0.68 0.41 0.405
P 1.86 0.35 1.11 0.297
Br 3.27 -1.62 -0.24 -0.314
H -0.15 -0.85 0.34 0.419
C 0.38 0.01 0.10 -1.125
```

## Properties
Energy above the lowest of the compared OMol25 structures with the same formula, charge and spin: 33.4 kcal per mole
SMILES string: CP(Br)Br

---

no.,LUMO energy (eV)
1,-8.91
2,-1.80